This record from the Open Molecules 2025 dataset describes 2 unconnected molecules or ions with the total composition C7H15NO2S at a distorted geometry. The level of theory is ωB97M-V with the def2-TZVPD basis set.

Output
- strongest force on any atom (eV/A) = 2.82
- HOMO (spin up / spin down) (eV) = -7.46 / -7.68
- Kohn-Sham gap (spin up / spin down) (eV) = 6.95 / 8.00

The geometry in XYZ format:
```
26
Properties=species:S:1:pos:R:3:mulliken_charge:R:1
H 2.98464 2.07006 1.57874 0.41
H 2.56797 -0.32464 -1.31490 0.39
H -3.53835 0.07349 1.49752 0.21
H -1.76945 -3.23425 0.39349 0.28
N -3.52731 -0.85640 1.10746 -0.75
H 0.65213 2.76843 -0.53269 0.38
H 2.06712 0.71884 2.24400 0.38
H -2.37121 -3.12776 -1.28711 0.33
C 2.03018 1.55189 1.54682 -1.56
C 1.76194 1.05188 0.13790 1.50
H -2.57685 -0.64609 -2.42258 0.29
O 0.42702 0.30456 0.15423 -0.28
H -3.75506 0.41856 -1.56376 0.29
H -3.52218 -3.19108 0.08396 0.31
H 1.24698 2.23774 1.86242 0.39
H 2.95682 -0.73038 0.36159 0.38
C 1.51213 2.18205 -0.84572 -1.65
S -2.56021 -1.01661 -0.10346 0.73
O 0.72858 -1.45175 1.62313 -0.46
C 2.83397 0.08850 -0.34331 -1.57
H 3.78177 0.61209 -0.43798 0.41
H 1.31136 1.78243 -1.83583 0.38
C -2.54967 -2.84790 -0.25393 -0.89
H 2.38245 2.83024 -0.89711 0.41
C -3.27470 -0.54894 -1.60234 -0.75
C 0.19995 -0.71495 0.84946 0.41
```

---

This record from the Open Molecules 2025 dataset describes a single C3H7NS2 molecule at a distorted geometry. The level of theory is ωB97M-V with the def2-TZVPD basis set.

Output
- SMILES string = C=NSCSC
- strongest force on any atom (eV/A) = 2.01
- HOMO (eV) = -8.70
- Kohn-Sham gap (eV) = 9.56

The geometry in XYZ format:
```
13
Properties=species:S:1:pos:R:3:mulliken_charge:R:1
H 3.42704 -1.07748 2.57807 0.24
H -3.06742 -0.42744 -1.55692 0.28
C -0.40935 0.24467 0.02069 -0.62
H 0.02210 -0.51251 -0.65400 0.28
C 2.79792 -0.22432 2.23506 -0.17
H -1.50065 -0.83082 -2.28417 0.28
C -2.16053 -0.00492 -2.04193 -0.82
S 0.99166 1.03360 0.90821 0.00
S -1.40063 1.30882 -1.08335 -0.02
H -2.59171 0.42036 -2.94933 0.29
H 2.94529 0.68281 2.77279 0.21
H -1.00068 -0.32409 0.73411 0.40
N 1.94697 -0.28870 1.32077 -0.34
```

---

This record from the Open Molecules 2025 dataset describes a single C16H15Cl2N3O3S molecule at a distorted geometry. The level of theory is ωB97M-V with the def2-TZVPD basis set.

Output
- SMILES string = Cc1ccc(S(=O)(=O)NCC(=O)N/N=C/c2ccc(Cl)cc2Cl)cc1
- strongest force on any atom (eV/A) = 1.09
- HOMO (eV) = -8.36
- Kohn-Sham gap (eV) = 8.61

The geometry in XYZ format:
```
40
Properties=species:S:1:pos:R:3:mulliken_charge:R:1
C 5.48163 -0.12500 0.26292 -0.72
H 2.14650 -0.87683 -1.51040 0.51
C 4.32311 -0.28796 1.00018 -0.73
O -1.02678 3.18499 0.35964 -0.60
H 7.20685 -1.02639 -2.02603 0.29
C -5.53782 0.70594 0.03523 0.43
N -2.61624 0.90031 0.28939 -0.89
H 6.50659 0.32338 -2.91425 0.37
C 3.13656 -0.54891 0.34266 0.24
C 5.45804 -0.21559 -1.12680 0.82
O 0.60042 -1.22419 0.45986 -0.77
H 1.30213 1.36967 -0.34463 0.14
H 1.44140 2.75022 0.76395 0.41
C 0.93736 1.79634 0.59638 -0.33
C 4.25067 -0.48321 -1.76475 -0.67
C -4.64118 -0.36940 0.14316 0.41
Cl -4.98775 2.32864 0.03546 -0.17
C 3.08752 -0.65122 -1.03348 -0.30
C -0.57268 2.07218 0.44298 0.25
H 6.41537 0.07399 0.76743 0.39
C 6.71748 -0.05815 -1.91859 -1.43
H -2.63610 -1.16105 0.32584 0.33
H -6.91709 -2.90329 0.02039 0.41
H 1.62296 1.22701 2.50136 0.32
C -6.52852 -1.89761 0.02462 -0.76
C -3.20775 -0.22633 0.26090 -0.22
N -1.28005 0.91389 0.39725 0.47
O 1.91343 -1.33668 2.55246 -0.72
C -7.39046 -0.81427 -0.08114 0.49
S 1.64185 -0.69737 1.30400 1.26
H -4.49923 -2.50171 0.21737 0.35
H -7.57434 1.31992 -0.15872 0.42
N 1.20159 0.86127 1.66688 -0.29
H 4.22224 -0.56217 -2.84128 0.38
H 4.32458 -0.23383 2.07744 0.43
H -0.76885 0.02204 0.45371 0.46
Cl -9.08644 -1.07990 -0.22090 -0.21
C -5.17518 -1.66359 0.13428 -0.45
H 7.41050 0.61354 -1.41845 0.38
C -6.90228 0.48132 -0.07635 -0.72
```